[1]
# C5H10NOS

A gas-phase ion, C5H10NOS (charge +1) (ωB97M-V with the def2-TZVPD basis set, OMol25).

Results
E_HOMO (Ha): -0.4794
Total charge: +1
Orbital gap (eV): 8.79

Atoms and positions in Å:
C -0.2039 -0.7732 -0.5214
C -0.5448 -0.4400 0.7337
C 2.1619 -0.7036 1.7947
C -0.8333 -0.2684 -1.7920
C -1.6287 0.4535 1.1627
N 2.3693 -0.4072 0.5451
O 0.6727 -1.8202 -0.6617
S 0.4871 -0.8126 2.1676
H 2.9546 -0.9884 2.5741
H -1.6827 0.2718 -1.6289
H -0.7671 -1.0861 -2.5934
H -0.0144 0.3692 -2.1907
H -1.2515 1.2308 1.7924
H -2.4283 -0.0350 1.7483
H -2.0481 1.0239 0.3320
H 3.3734 -0.3248 0.1530
H 1.6712 0.0322 -0.0988
H 0.8284 -2.1321 -1.5423



[2]
# C5H10NP

A single C5H10NP molecule (ωB97M-V with the def2-TZVPD basis set, OMol25).

Results
E_HOMO (Ha): -0.3261
Orbital gap (eV): 9.85
SMILES string: C=C(C)/C(P)=N/C

Atoms and positions in Å:
C -2.0696 0.8616 0.4134
C -0.9804 0.0871 0.5852
C 0.0836 0.0976 -0.3814
C -0.6772 -0.7415 1.7991
C 1.3558 -0.9486 -2.0582
N 0.1895 -0.8487 -1.1572
P 1.1836 1.7445 -0.3097
H -2.8285 0.7840 1.0862
H -1.9619 1.4496 -0.4627
H 0.0722 -1.5116 1.5617
H -1.4570 -1.2881 2.2153
H -0.4415 -0.0084 2.5200
H 1.1439 -0.4661 -2.9623
H 1.4300 -2.0366 -2.2247
H 2.2445 -0.4844 -1.6861
H 2.3793 1.2519 0.2379
H 0.3338 2.0577 0.8235



[3]
# C5H10NS

2 unconnected molecules or ions with the total composition C5H10NS (ωB97M-V with the def2-TZVPD basis set, OMol25).

Results
E_HOMO (Ha): -0.4533
Total charge: +1
Orbital gap (eV): 8.37

Atoms and positions in Å:
C -0.4875 1.2246 1.3539
C -1.9274 -1.4257 -0.3747
C 1.3558 1.3324 -0.2249
C -0.3520 2.4994 1.1538
C 0.2816 -2.8899 -0.5026
N 0.8599 1.7600 1.0137
S -1.5532 -3.0704 -0.7614
H 1.5398 0.2401 -0.0502
H 0.5112 1.3097 -0.8665
H 2.1445 1.9577 -0.4233
H -0.7983 3.5357 1.4442
H -2.9689 -1.3583 -0.6060
H -1.0642 0.3672 1.4600
H 0.7609 -2.5651 -1.4117
H 0.4631 -4.0065 -0.4174
H 0.6576 -2.4164 0.3191
H 1.5438 1.9673 1.7362



[4]
# C5H10NS

A gas-phase ion, C5H10NS (charge +1) (ωB97M-V with the def2-TZVPD basis set, OMol25).

Results
E_HOMO (Ha): -0.4453
Total charge: +1
Orbital gap (eV): 8.38

Atoms and positions in Å:
C -0.8457 1.1254 -0.2661
C -2.0294 1.0477 0.6403
C 0.2098 -0.0343 -0.0713
C 1.5175 0.1465 -0.0229
C -2.4231 -1.6403 0.0245
N 2.3734 -1.0040 0.1860
S -3.2603 -0.2269 -0.0320
H -0.9437 1.1519 -1.3803
H -0.1648 1.9728 -0.2250
H -1.7177 0.6140 1.5716
H -2.5270 2.0739 0.8473
H -0.2359 -1.0388 0.0859
H 2.0042 1.0652 -0.1362
H -3.2021 -2.3363 -0.3793
H 2.9273 -0.8801 1.0821
H 3.2211 -1.2088 -0.4321
H 1.6938 -1.8329 0.3668



[5]
# C5H10O

A molecular structure, C5H10O (ωB97M-V with the def2-TZVPD basis set, OMol25).

Results
E_HOMO (spin up / spin down) (Ha): -0.2645 / -0.2589
Orbital gap (spin up / spin down) (eV): 8.06 / 7.89

Atoms and positions in Å:
C -0.8148 -2.5709 0.3589
O 0.0384 -1.5971 0.0986
C -0.2458 -0.3338 0.0646
C 0.8608 0.6090 -0.1679
C 0.6133 2.0831 0.0079
C 0.8402 1.5360 -1.3674
H -1.1476 -1.5041 2.0258
H -1.8548 -2.4179 0.0849
H -0.3638 -3.5525 0.3195
H -1.2830 -0.0477 -0.1081
H -0.9949 -0.7352 2.0123
H 1.8332 0.2320 0.1398
H 1.3967 2.6777 0.4682
H -0.3946 2.3923 0.2744
H -0.0138 1.4704 -2.0367
H 1.7846 1.7451 -1.8616



[6]
# C5H10O

A single C5H10O molecule (ωB97M-V with the def2-TZVPD basis set, OMol25).

Results
E_HOMO (Ha): -0.3736
Orbital gap (eV): 11.28
SMILES string: CC(C)[C@H]1CO1

Atoms and positions in Å:
C -0.4540 1.3353 -0.8036
C -0.5116 0.0256 -0.0136
C -1.5016 -0.9541 -0.6475
C 0.8586 -0.6149 0.1265
C 1.9441 0.0421 0.8526
O 1.2346 -1.0437 1.4309
H 0.2498 2.0428 -0.3526
H -1.4388 1.8151 -0.8293
H -0.1394 1.1627 -1.8402
H -0.8362 0.2479 1.0110
H -2.5256 -0.5688 -0.6039
H -1.4839 -1.9250 -0.1421
H -1.2555 -1.1204 -1.7045
H 1.1339 -1.3300 -0.6534
H 2.9817 -0.1641 0.5891
H 1.7653 1.0174 1.3080



[7]
# C5H10O

A molecular structure, C5H10O (ωB97M-V with the def2-TZVPD basis set, OMol25).

Results
E_HOMO (Ha): -0.3232
Orbital gap (eV): 9.57

Atoms and positions in Å:
C 1.8397 0.1924 -0.8485
C 0.8091 0.8385 0.0191
C -0.3188 -0.0252 1.4230
O -1.0400 0.8557 1.8801
C -0.5608 -0.6718 0.1773
C -1.9591 -0.5495 -0.3869
H 2.3703 -0.5878 -0.2901
H 2.5786 0.9113 -1.2152
H 1.3204 -0.2640 -1.6870
H 1.2985 1.3370 0.8898
H 0.1978 1.6262 -0.4198
H 0.5678 -0.4573 1.9236
H -0.0867 -1.6511 0.0029
H -2.2405 0.5012 -0.4050
H -2.6849 -1.0268 0.2992
H -2.0912 -1.0287 -1.3626



For each record above, in turn, the calculated ΔE to the lowest compared entry with this formula, charge and spin values are 121.5, 166.1, 757.0, 450.3, 512.7, 122.0, 282.8 kJ/mol.